(1)
82
Properties=species:S:1:pos:R:3:forces:R:3 method="wB97M-V/def2-TZVPD" charge=+3 homo_energy_ev=-15.49 e_lumo_ev=-13.81
C -0.9254 0.9570 4.2311 0.0 -0.2 -0.4
C -2.2630 0.9690 3.4873 0.0 0.3 0.2
C -3.3665 0.1818 4.1952 0.4 -0.1 0.1
C -3.2835 -1.3399 4.0461 -0.2 0.2 0.0
C -3.1152 -1.8382 2.6021 -0.1 0.1 0.2
C -1.6648 -2.1721 2.2388 -0.2 -0.1 0.1
C -1.5208 -3.3558 1.2678 0.0 0.0 0.4
C -0.7370 -2.9862 -0.0772 0.2 0.1 -0.3
C -1.2180 -1.7798 -0.6985 0.1 0.0 0.1
C -0.3615 -0.4954 -0.6906 -0.1 -0.2 0.1
C 0.9419 -0.5006 -0.0803 0.0 -0.5 -0.1
C 2.1457 0.0005 -1.0147 0.0 0.2 -0.1
C 3.2108 -1.0778 -1.0668 0.2 -0.1 -0.1
C 4.1637 -0.8586 -2.2610 0.0 0.4 -0.1
C 5.3350 0.0460 -1.8871 -0.1 -0.1 -0.3
C 6.3106 0.2073 -3.0576 0.1 0.1 0.4
O 7.6600 0.1211 -2.5939 0.2 -0.3 -0.9
C 8.3131 1.3106 -2.5002 -0.1 0.4 0.5
C 9.6649 1.3312 -3.1229 0.4 -0.1 0.2
O 7.8071 2.2554 -1.9591 -0.3 0.1 -0.2
C -0.8800 0.6975 -1.2546 -0.1 0.3 0.0
C -0.1332 2.0126 -1.2487 0.0 0.1 -0.1
S 0.3610 2.6302 0.3854 0.0 -0.2 0.1
C -0.8119 3.9821 0.6645 0.0 0.5 0.0
C -0.9728 4.2152 2.1696 -0.3 -0.2 0.1
C -2.1113 0.5938 -1.8285 0.2 0.1 -0.1
C -2.8861 -0.6240 -1.8912 0.3 0.1 -0.3
C -2.4961 -1.7857 -1.3263 -0.1 -0.3 -0.1
C -3.3749 -3.0232 -1.3779 0.0 -0.2 -0.2
O -4.2337 -3.0296 -0.2823 0.0 -0.2 0.3
C -5.4898 -2.3874 -0.4336 -0.1 0.0 0.1
C -4.1277 -0.3083 -2.6834 -0.1 0.3 -0.1
O -4.8514 -1.0611 -3.2405 -0.2 -0.1 0.2
N -4.2150 1.1201 -2.7122 0.5 -0.6 0.8
C -2.9336 1.6689 -2.5013 -0.3 0.0 -0.2
O -2.5660 2.7404 -2.8665 0.0 0.4 0.4
H -1.0637 0.9318 5.3076 0.0 0.1 0.1
H -0.3260 1.8280 3.9724 0.1 0.1 0.1
H -0.3297 0.0869 3.9523 0.0 -0.1 0.1
H -2.6033 2.0028 3.3941 -0.1 0.0 0.0
H -2.1103 0.6117 2.4639 -0.1 0.0 -0.1
H -3.2695 0.3985 5.2592 -0.2 0.1 0.1
H -4.3495 0.5447 3.8999 -0.1 -0.1 -0.2
H -4.2127 -1.7496 4.4365 0.0 -0.1 0.1
H -2.4908 -1.7240 4.6876 0.1 -0.1 0.0
H -3.5153 -1.0691 1.9360 -0.1 -0.1 -0.2
H -3.7455 -2.7135 2.4627 0.1 -0.2 0.0
H -1.1489 -2.4379 3.1595 0.1 0.0 0.0
H -1.1598 -1.2773 1.8697 0.1 0.0 0.0
H -2.4734 -3.8192 1.0390 -0.1 0.2 -0.2
H -0.8977 -4.1249 1.7175 0.1 -0.1 -0.1
H -0.9242 -3.8327 -0.7506 -0.2 -0.1 0.1
H 0.3142 -2.9843 0.1507 0.2 0.1 0.1
H 0.8990 0.1700 0.7971 0.0 0.3 -0.1
H 1.2245 -1.4678 0.2931 0.0 -0.2 0.3
H 2.5312 0.9355 -0.6193 0.1 0.1 0.0
H 1.7771 0.1940 -2.0185 -0.1 -0.1 -0.1
H 2.7634 -2.0679 -1.1678 -0.1 -0.1 0.0
H 3.7994 -1.0633 -0.1510 -0.1 -0.1 0.2
H 3.6323 -0.3874 -3.0921 -0.1 -0.1 -0.1
H 4.5122 -1.8167 -2.6415 0.1 -0.1 0.1
H 5.8922 -0.3823 -1.0577 0.0 0.0 0.1
H 4.9623 1.0292 -1.6035 0.1 0.1 0.3
H 6.1890 -0.5760 -3.8028 0.1 -0.2 0.1
H 6.1623 1.1629 -3.5556 -0.1 0.1 0.0
H 10.2198 0.4287 -2.8808 0.0 -0.1 0.0
H 9.5681 1.3971 -4.2047 -0.1 -0.1 -0.1
H 10.2041 2.1983 -2.7616 0.0 0.1 0.0
H -0.7543 2.7706 -1.7086 -0.1 0.1 -0.1
H 0.7466 1.9411 -1.8808 0.1 0.0 0.1
H -1.7677 3.7738 0.1937 -0.1 -0.1 0.0
H -0.4008 4.8645 0.1559 0.0 0.0 -0.1
H -0.2414 3.6496 2.7407 0.1 0.1 0.1
H -0.8755 5.2678 2.5159 0.2 -0.6 0.0
H -1.9578 3.9009 2.5054 0.0 0.0 0.1
H -2.7766 -3.9273 -1.3106 0.1 0.0 -0.1
H -3.8905 -3.0556 -2.3370 -0.2 0.1 0.0
H -5.9337 -2.5970 -1.4048 0.0 0.1 -0.1
H -5.3913 -1.3082 -0.2709 0.0 0.1 -0.1
H -6.1398 -2.7756 0.3426 0.0 -0.1 0.1
H -4.9987 1.5249 -2.2088 -0.4 0.4 -0.8
Al -1.0237 7.1275 1.5450 0.0 0.7 -0.2

(2)
11
Properties=species:S:1:pos:R:3:forces:R:3 method="wB97M-V/def2-TZVPD" de_lowest_ev=4.326 homo_energy_ev=-9.56 e_lumo_ev=0.23
C -1.2994 -0.8129 -0.0063 4.2 5.2 0.1
C 0.2966 0.4188 0.0222 -2.2 -1.2 0.1
N -2.1399 0.0996 0.0231 -0.1 0.5 0.0
N -0.2896 1.5391 0.1838 0.6 -0.9 -1.0
N -1.6081 1.3754 0.1764 -1.8 -1.7 0.7
O 1.6886 -1.2744 0.6817 0.8 0.5 -0.5
O 2.4364 0.0526 -1.4704 0.2 -0.2 -0.4
S 2.1172 0.2301 -0.0775 -2.0 -1.6 1.6
H -1.3231 -1.7842 -0.3179 -0.2 -2.4 -0.3
H 2.4292 -1.8582 0.9080 0.3 0.5 -0.2
H -2.3080 2.0142 -0.1232 0.4 1.3 0.0

(3)
12
Properties=species:S:1:pos:R:3:forces:R:3 method="wB97M-V/def2-TZVPD" smiles=O.O.O.O de_lowest_ev=0.837 homo_energy_ev=-10.86 e_lumo_ev=0.43
O -0.0364 -2.9368 -0.0093 1.1 1.2 -0.7
H -0.5864 -2.2968 0.4427 -0.3 -0.4 0.3
H -0.3444 -3.8228 0.0617 -0.7 -0.7 0.4
O -1.5064 2.0102 -1.1433 0.9 0.6 -0.2
H -2.0544 1.3662 -0.7183 -0.6 -0.4 0.5
H -1.0254 2.4702 -0.4333 -0.3 -0.2 -0.3
O 1.3206 1.2412 1.7807 -0.8 0.2 1.3
H 2.1456 1.5812 1.4757 0.7 0.2 -0.5
H 0.8516 0.8652 1.0377 0.3 -0.4 -0.5
O 0.6396 -0.0258 -0.5353 0.2 -0.1 0.2
H 0.5856 -0.9028 -0.9013 0.3 -0.9 0.0
H 0.0106 0.4512 -1.0583 -0.7 0.9 -0.6

(4)
118
Properties=species:S:1:pos:R:3:forces:R:3 method="wB97M-V/def2-TZVPD" charge=+1 de_lowest_ev=0.584 homo_energy_ev="-9.56 / -9.56" e_lumo_ev="-4.61 / -4.50" spin_multiplicity=3
V 0.4990 1.0845 3.3248 0.7 0.7 0.6
O -5.0969 0.0505 2.3782 -0.4 -0.3 0.4
C -5.2369 -0.1746 3.6960 1.6 1.3 0.7
C -6.4557 -0.4023 4.2977 -0.5 -0.6 -0.3
C -6.6085 -0.6719 5.6491 -0.6 -0.2 -0.1
C -5.4939 -0.7779 6.4568 1.7 1.6 -2.4
C -4.2673 -0.3345 5.9216 -0.4 -0.7 -0.6
C -4.1178 0.0363 4.5589 -1.6 -0.8 0.6
C -2.9105 0.6382 4.0049 0.6 -2.6 0.6
O -2.8103 0.8071 2.7640 0.9 1.2 0.6
N -1.9241 0.6837 4.9456 -1.6 2.3 -0.5
N -0.9561 1.5623 4.6308 2.1 0.1 0.2
C -0.6833 2.6187 5.3251 -1.8 0.9 1.2
C 0.6813 3.0151 5.5381 2.4 -0.8 -1.2
C 1.1903 3.9153 6.4901 2.1 -1.7 -0.3
C 2.5721 3.9008 6.8182 -1.1 -1.5 -1.6
C 3.4028 3.0204 6.0608 0.5 2.1 1.1
C 2.8816 2.2071 5.0975 -1.0 0.0 -0.6
N 1.5500 2.2070 4.8160 0.4 -0.1 0.4
H -4.1426 0.3977 2.3006 -0.5 -0.1 -0.3
H -7.2502 -0.4070 3.5935 -1.0 0.0 -0.1
H -7.6006 -0.8016 6.1006 0.4 -0.1 -0.5
H -5.5269 -1.0445 7.4491 -0.3 -0.6 2.1
H -3.3685 -0.4084 6.5153 0.0 0.4 0.2
H -1.4211 3.1995 5.9075 0.0 -1.0 -0.1
H 0.5805 4.4474 7.1302 -1.6 1.2 0.9
H 2.9396 4.4607 7.6765 0.0 0.1 -0.5
H 4.4847 3.1527 6.1561 -0.4 -0.6 0.2
H 3.5567 1.5176 4.5632 -0.6 0.4 0.1
N 2.2941 0.2871 2.3527 0.0 -0.2 0.4
C 2.6105 -1.1308 2.4598 -0.2 -1.0 0.1
C 3.8103 -1.6920 2.0305 1.5 0.5 -0.1
C 4.2234 -3.0016 2.3738 -1.8 0.0 -0.3
C 3.2512 -3.7646 3.0680 0.4 -0.5 -0.2
C 2.0157 -3.2557 3.4414 0.5 0.9 -1.5
C 1.6486 -1.9519 3.0324 0.8 -0.7 1.2
P 0.0287 -1.2858 3.3779 -1.8 -2.3 0.5
C -1.0593 -2.1469 2.1917 -0.4 0.1 -0.9
C -2.4571 -2.1082 2.3228 0.1 0.3 0.2
C -3.2915 -2.5231 1.2783 0.5 0.3 1.3
C -2.7736 -3.2595 0.2414 0.4 -0.3 -1.0
C -1.4272 -3.5685 0.2360 0.3 1.1 1.6
C -0.5814 -2.9191 1.1437 1.4 -0.9 -0.7
C -0.5004 -2.2151 4.8608 -0.5 0.0 1.1
C 0.0420 -1.8317 6.1074 -0.1 0.1 -1.6
C -0.1505 -2.5741 7.2417 -1.7 0.1 -0.2
C -1.0778 -3.6084 7.2096 -0.2 -0.9 0.1
C -1.6532 -4.0005 5.9906 -0.6 -1.2 1.2
C -1.4094 -3.3151 4.8297 1.6 0.3 -1.0
H 2.0662 0.5764 1.4287 -0.2 0.2 -1.3
H 3.0659 0.8773 2.6218 0.5 0.0 0.0
H 4.4315 -1.0070 1.4306 0.1 -0.6 0.4
H 5.1414 -3.5160 2.0243 -0.6 0.9 0.2
H 3.3786 -4.8455 3.2226 0.4 0.6 0.2
H 1.3187 -3.9099 3.9152 -0.5 -0.2 0.3
H -2.8589 -1.8588 3.3100 -0.2 0.6 -0.7
H -4.3252 -2.2734 1.3826 -0.6 -0.1 -0.1
H -3.3467 -3.5953 -0.6094 -0.5 -0.1 0.2
H -0.9743 -4.3201 -0.3463 0.2 -0.5 -1.2
H 0.4958 -3.1733 1.0042 -0.8 0.6 0.4
H 0.5673 -0.8888 6.1940 0.3 0.0 -0.1
H 0.1638 -2.1366 8.1493 0.6 -0.1 1.0
H -1.3826 -4.1486 8.1246 0.4 0.4 -0.6
H -2.2856 -4.9282 5.9712 0.5 1.2 0.0
H -1.7644 -3.7381 3.8766 0.1 0.5 0.7
I -0.1014 2.7353 1.5501 -0.1 0.2 -0.4
C 1.4345 -1.7359 -8.6164 0.6 0.2 0.3
C 2.7145 -1.7044 -7.7024 1.0 -0.7 -0.7
C 2.4709 -1.2422 -6.2466 -0.8 -1.0 0.2
C 1.2829 -0.2774 -6.1431 -0.2 -0.6 -0.3
C -0.0114 -0.9947 -6.5957 -0.4 -1.3 -0.3
C 0.1876 -2.0469 -7.7854 -0.4 0.0 -0.5
P 1.3047 0.4601 -4.4325 -0.2 0.5 0.0
C -0.4495 1.0582 -4.1126 0.7 -1.6 0.6
C -1.2562 -0.0682 -3.3819 -0.8 -0.1 -0.1
C -2.4590 0.5567 -2.5890 1.6 0.1 -0.2
C -3.3327 1.4519 -3.4762 0.7 0.3 -0.7
C -2.8230 1.5350 -4.9812 0.5 0.6 2.1
C -1.2737 1.8500 -5.1143 -1.3 -0.5 -0.4
C 2.1027 2.2024 -4.5934 -0.5 0.5 -1.3
C 3.4597 2.3254 -5.3442 -0.1 -1.6 0.1
C 3.8645 3.7893 -5.5681 -1.3 -0.9 -2.9
C 4.0010 4.5519 -4.3238 0.3 2.3 2.6
C 3.5239 3.7051 -3.0993 0.5 -0.6 1.4
C 2.1994 2.9319 -3.2308 -0.2 0.8 -1.1
H 1.5884 -2.4430 -9.4559 -0.2 0.2 0.6
H 1.2842 -0.7636 -9.1070 0.2 0.0 0.2
H 3.4973 -1.0984 -8.1954 -0.5 0.3 0.3
H 3.2814 -2.6849 -7.7028 -1.1 0.6 0.2
H 3.3440 -0.6977 -5.8682 0.1 -0.6 0.2
H 2.1875 -2.1453 -5.5995 0.8 1.2 -0.6
H 1.4850 0.4674 -6.8763 0.1 1.1 -0.6
H -0.8151 -0.3297 -6.9434 0.6 0.2 0.2
H -0.4932 -1.5444 -5.7780 0.3 0.0 0.1
H -0.7240 -1.9130 -8.4300 0.8 -0.4 0.5
H 0.2486 -3.1483 -7.5438 -0.3 1.2 0.5
H -0.1645 1.7584 -3.3552 -0.1 0.5 1.0
H -0.6461 -0.6441 -2.6224 -0.4 0.5 -1.2
H -1.6841 -0.7717 -4.1648 0.6 0.6 1.0
H -2.0014 1.1059 -1.7193 -0.6 -0.4 -0.7
H -3.0557 -0.2540 -2.2069 -0.2 -0.3 0.4
H -3.3711 2.4795 -3.0691 -0.1 -0.4 -0.2
H -4.3464 1.0401 -3.4724 0.0 0.3 -0.1
H -3.2996 2.4322 -5.3233 -0.6 0.1 -0.9
H -3.1790 0.6339 -5.4820 0.4 0.2 -0.4
H -1.1144 2.9127 -4.8791 -0.2 -0.2 -0.4
H -1.0331 1.6766 -6.1815 0.3 0.1 0.6
H 1.3314 2.7599 -5.1723 0.6 -0.2 -0.1
H 3.3796 1.8295 -6.3266 0.0 0.2 0.3
H 4.2036 1.6945 -4.7767 -0.4 0.8 -0.5
H 3.0028 4.2099 -6.1723 0.7 -0.3 0.6
H 4.6858 3.8522 -6.3145 -0.1 0.0 0.9
H 3.5256 5.5946 -4.4072 0.1 -1.6 0.3
H 5.0342 4.8666 -4.0736 -0.2 -0.5 -0.3
H 3.5899 4.2273 -2.0994 -0.4 0.0 -1.2
H 4.2332 2.8740 -2.8949 0.2 0.6 -0.6
H 1.3655 3.6405 -3.1540 -0.1 -0.3 0.3
H 2.1178 2.1510 -2.5028 0.0 -0.1 1.1

Record order is preserved below.
Electronic energy: -2202.3891; -790.7789; -305.7484; -4196.1653 a.u.